1.
Computed, not measured: a 2-piece molecular cluster, C7H12O overall at a distorted geometry, with the ωB97M-V functional and the def2-TZVPD basis.

The geometry in XYZ format:
```
20
Properties=species:S:1:pos:R:3
C -0.6202 1.7868 -1.2824
C -0.7120 1.3491 -2.5617
C -2.1557 0.2383 -0.2062
C -0.9959 0.9890 -0.1706
C -0.0375 0.8943 0.9245
C 0.9430 -0.0217 0.9449
C 2.0562 -0.1184 2.0093
H -0.1695 2.7969 -1.1470
H -0.2101 1.9718 -3.2722
H -1.0315 0.4135 -2.9736
H -2.7923 0.0525 -1.0503
H -2.4991 -0.1795 0.7919
H 0.0085 1.6070 1.7184
H 0.8497 -0.8726 0.2675
H 2.1389 0.7819 2.5585
H 1.7354 -0.9932 2.6268
H 2.9573 -0.3460 1.4186
H 0.1944 -3.0834 -0.9672
H 0.0008 -3.5646 0.6291
O 0.3397 -3.7015 -0.2586
```

Computed properties:
- energy above the lowest of the compared OMol25 structures with the same formula, charge and spin (kcal per mole) = 31.78
- 2S+1 = 2
- E_HOMO (spin up / spin down) (eV) = -14.10 / -14.06
- orbital gap (spin up / spin down) (hartree) = 0.33116 / 0.21386
- electronic energy (eV) = -9489.7389
- charge = +1



2.
Computed, not measured: an isolated molecule of C7H12O2 at a distorted geometry, with the ωB97M-V functional and the def2-TZVPD basis.

The geometry in XYZ format:
```
21
Properties=species:S:1:pos:R:3
C 1.8970 -0.5759 0.5630
C 0.7596 0.1631 1.2117
O 0.7710 0.3891 2.4175
C -0.2926 0.9542 0.2830
C 0.3931 2.0399 -0.5221
C -1.1593 -0.3193 0.0270
C -1.0525 -1.8066 0.2874
C -1.1403 -0.0688 -1.5066
O -0.1926 -0.0646 -2.2863
H 2.4296 0.0553 -0.1475
H 2.6276 -0.8865 1.3145
H 1.6022 -1.4787 0.0321
H -0.8615 1.4764 1.0622
H 1.2986 1.7028 -1.0303
H 0.6900 2.8672 0.1307
H -0.2919 2.4608 -1.2635
H -2.1657 -0.0068 0.3252
H -1.9842 -2.2945 -0.0179
H -0.2780 -2.2866 -0.3145
H -0.9102 -2.0207 1.3496
H -2.1400 -0.2996 -1.9153
```

Computed properties:
- energy above the lowest of the compared OMol25 structures with the same formula, charge and spin (kcal per mole) = 57.12
- E_HOMO (eV) = -8.83
- orbital gap (hartree) = 0.35035
- electronic energy (eV) = -11545.9268
- structure (SMILES) = CC(=O)[C@@H](C)[C@H](C)C=O
- charge = 0